--- one ---
22
Properties=species:S:1:pos:R:3:mulliken_charge:R:1 method="wB97M-V/def2-TZVPD" charge=+1 orbital_gap_ev=5.188 lumo_ev=-9.09
N -1.6853 -0.7434 1.7327 -0.322
C -1.5972 0.5890 1.1651 -0.625
C -0.1358 0.9634 1.1926 -0.519
N 0.5118 0.3279 0.0185 -0.170
C 1.8900 -0.1391 0.3378 -0.257
C 2.4664 -0.9728 -0.7921 -1.125
H -2.5985 -1.0512 2.0361 0.264
H -2.4729 3.7997 -4.5832 0.018
H -1.0728 -1.4285 1.2782 0.317
H -1.9653 0.5200 0.1260 0.347
H -2.2502 1.2912 1.6897 0.424
H 0.3705 0.7174 2.1261 0.452
H 0.0806 2.0444 1.0014 0.398
H -0.1418 -0.5530 -0.1257 0.440
H 1.7085 -0.9013 1.1256 0.348
H 2.3943 0.7621 0.6628 0.459
H 1.8214 -1.8797 -0.7456 0.290
H 2.3308 -0.5609 -1.7877 0.326
H 3.5222 -1.2451 -0.7750 0.363
H -2.4224 3.0601 -4.6565 -0.018
H -0.5574 -2.5703 -0.8744 0.254
O -0.1969 -2.0300 -0.1525 -0.662



--- two ---
22
Properties=species:S:1:pos:R:3:mulliken_charge:R:1 method="wB97M-V/def2-TZVPD" charge=+1 orbital_gap_ev=10.268 lumo_ev=-3.09
N 1.1245 -1.1520 0.9022 -0.232
C 1.5255 0.2902 0.7265 -0.492
C 1.6785 0.4763 -0.7648 -0.715
N 0.4970 -0.0639 -1.4262 -0.275
C -0.6744 0.8243 -1.3808 -0.450
C -1.9657 0.0230 -1.4929 -1.201
H 0.9965 -1.5239 -0.0485 0.375
H 0.2579 -1.2711 1.4265 0.277
H 1.8095 -1.6952 1.4424 0.353
H 0.7648 0.8561 1.2698 0.265
H 2.4521 0.4565 1.2590 0.414
H 2.5131 -0.1657 -1.0654 0.385
H 1.9592 1.4815 -1.0725 0.389
H 0.6958 -0.3156 -2.3820 0.220
H -0.6158 1.5247 -2.2032 0.377
H -0.7605 1.4600 -0.4962 0.327
H -1.9993 -0.6020 -2.3903 0.327
H -2.0487 -0.6908 -0.6693 0.257
H -2.8031 0.7130 -1.5907 0.386
H -1.4019 -0.5869 3.8561 0.310
H -2.4041 0.2346 3.1367 0.312
O -1.6008 -0.2730 2.9637 -0.608



Which structure is the least stable? The one labeled one.



--- one ---
12
Properties=species:S:1:pos:R:3:mulliken_charge:R:1 method="wB97M-V/def2-TZVPD" orbital_gap_ev=10.755 lumo_ev=0.61
C 1.5897 1.5783 -0.2319 -0.593
C 1.1279 0.3408 -0.4226 -0.055
C -1.0419 0.1499 0.0010 -0.347
C -1.0397 -1.2879 0.4539 0.672
F -1.4019 1.0174 0.9789 -0.254
F -0.3193 -1.4061 1.5423 -0.198
F -2.2918 -1.7895 0.7609 -0.249
Cl -0.4043 -2.3799 -0.7955 -0.162
H 2.6514 1.6078 -0.4672 0.268
H 1.1018 2.6409 -0.2845 0.252
H 1.6494 -0.6010 -0.6322 0.301
H -1.6213 0.1293 -0.9030 0.366



--- two ---
12
Properties=species:S:1:pos:R:3:mulliken_charge:R:1 method="wB97M-V/def2-TZVPD" orbital_gap_ev=10.398 lumo_ev=-0.70
C 2.1964 0.1372 1.0971 -0.340
C 2.1685 -0.9541 0.4322 -0.199
C -0.5305 0.0925 -1.2189 -0.323
C -1.5182 -0.2416 0.0229 0.757
F -0.1527 1.4224 -1.1411 -0.268
F -0.8815 -0.9216 0.9350 -0.206
F -1.9616 0.8997 0.5867 -0.231
Cl -2.8345 -1.1740 -0.5722 -0.161
H 1.3590 0.8669 1.1807 0.225
H 2.9078 0.3592 1.8680 0.305
H 0.3369 -0.4087 -0.9986 0.107
H -1.0894 -0.0779 -2.1918 0.334



Which structure is the least stable? The one labeled two.



--- one ---
7
Properties=species:S:1:pos:R:3:mulliken_charge:R:1 method="wB97M-V/def2-TZVPD" orbital_gap_ev=10.816 lumo_ev=-0.27
N 0.8987 0.2012 0.6415 -0.536
O -1.3408 -1.0639 -0.1614 -0.464
O -1.2695 1.4399 -0.1623 -0.469
S -0.6298 0.1559 -0.2772 0.711
H 1.4780 -0.4966 0.2848 0.300
H 0.7585 -0.1629 1.5716 0.289
H 0.1049 -0.0736 -1.8970 0.170



--- two ---
7
Properties=species:S:1:pos:R:3:mulliken_charge:R:1 method="wB97M-V/def2-TZVPD" orbital_gap_ev=9.770 lumo_ev=-0.87
N -0.6285 0.0437 -0.7559 -0.473
O 1.3978 -1.2429 0.2712 -0.473
O 1.4246 1.1501 -0.0897 -0.461
S 0.6837 -0.0186 0.2243 0.732
H -1.3189 0.6116 -0.2760 0.280
H -1.0931 -0.7471 -1.1780 0.281
H -0.4657 0.2031 1.8042 0.115



--- three ---
7
Properties=species:S:1:pos:R:3:mulliken_charge:R:1 method="wB97M-V/def2-TZVPD" orbital_gap_ev=11.565 lumo_ev=0.22
N 0.3012 -0.1167 0.4486 -0.479
S -1.2501 0.0551 -0.1546 0.806
O -1.9057 -1.1960 0.1605 -0.554
O -1.8269 1.3008 0.2000 -0.516
H 0.4648 -1.0157 0.6496 0.277
H 0.5145 0.4954 1.1796 0.272
H -1.1999 0.1414 -1.7764 0.194



Which structure is the least stable? The one labeled two.



--- one ---
9
Properties=species:S:1:pos:R:3:mulliken_charge:R:1 method="wB97M-V/def2-TZVPD" orbital_gap_ev=7.587 lumo_ev=-1.11
C 0.4771 -0.5397 0.3772 -1.049
C -0.3359 -1.2643 -0.3597 -0.217
C 0.1383 1.6563 0.3156 0.019
Cl -1.4396 1.9422 0.7776 -0.028
Br 0.3566 2.0773 -1.4865 -0.036
H 0.3959 -0.4573 1.4233 0.387
H 1.4718 -0.2723 0.1336 0.410
H 0.1222 -1.5309 -1.3387 0.236
H -1.1864 -1.6114 0.1577 0.276



--- two ---
9
Properties=species:S:1:pos:R:3:mulliken_charge:R:1 method="wB97M-V/def2-TZVPD" orbital_gap_ev=8.727 lumo_ev=-1.15
Cl -2.9414 1.4269 0.0657 -0.258
C -0.9536 0.5469 -0.1930 -0.595
C 0.6150 0.7473 0.1473 0.008
C 1.6581 -0.0799 -0.0091 -0.277
Br 3.4334 0.5479 0.1531 -0.106
H -1.1025 0.9157 -1.2281 0.296
H -1.2863 -0.5594 -0.0093 0.313
H 0.9741 1.7472 0.5277 0.260
H 1.5464 -1.1506 -0.2029 0.359



Which structure is the least stable? The one labeled one.



--- one ---
11
Properties=species:S:1:pos:R:3:mulliken_charge:R:1 method="wB97M-V/def2-TZVPD" orbital_gap_ev=9.818 lumo_ev=0.89
C 0.7171 -0.1575 -1.5294 -0.736
C -0.4438 0.4257 -1.1964 0.001
O -0.8441 0.9709 -0.0077 -0.492
H 0.9680 -0.0542 -2.5773 0.230
H 1.1953 -0.9142 -0.9198 0.305
H -1.1402 0.6976 -1.9798 0.330
H -0.0652 0.7629 0.5334 0.349
N 0.5437 -0.9843 2.0843 -0.714
H -0.0397 -1.1591 1.2713 0.251
H 0.1754 -0.1269 2.4905 0.245
H 0.2446 -1.6548 2.7879 0.232



--- two ---
11
Properties=species:S:1:pos:R:3:mulliken_charge:R:1 method="wB97M-V/def2-TZVPD" orbital_gap_ev=11.067 lumo_ev=0.93
N -0.3369 -2.3944 -2.1790 -0.396
C 0.9794 -2.4005 -1.8057 0.115
O 1.5177 -1.4539 -1.2898 -0.513
H -0.8269 -3.2668 -2.2856 0.242
H -0.8172 -1.6318 -1.7250 0.248
H 1.5510 -3.3363 -1.9385 0.304
C -0.3961 2.8540 2.2503 -0.932
H -0.1087 3.8764 2.5432 0.240
H -1.2002 3.0754 1.5594 0.242
H 0.5125 2.4177 1.8545 0.223
H -0.8746 2.2601 3.0163 0.228



--- three ---
11
Properties=species:S:1:pos:R:3:mulliken_charge:R:1 method="wB97M-V/def2-TZVPD" orbital_gap_ev=10.941 lumo_ev=1.09
C -1.4950 0.5280 -0.0003 -1.140
C -0.2139 -0.2873 0.0007 -0.206
O 0.8779 0.6163 0.0003 -0.261
N 2.1387 0.0025 -0.0004 -0.464
H -1.5291 1.1589 0.8830 0.293
H -1.5240 1.1638 -0.8802 0.293
H -2.3558 -0.1347 -0.0045 0.367
H -0.1660 -0.9332 -0.8920 0.303
H -0.1665 -0.9323 0.8939 0.303
H 2.2162 -0.5912 -0.8288 0.257
H 2.2175 -0.5908 0.8282 0.257



--- four ---
11
Properties=species:S:1:pos:R:3:mulliken_charge:R:1 method="wB97M-V/def2-TZVPD" orbital_gap_ev=10.040 lumo_ev=0.83
C -1.2862 -0.9952 -1.5217 -0.565
C -0.0748 -1.0476 -0.9587 -0.151
O 0.8171 0.0042 -1.0940 -0.509
H -2.0783 -1.6251 -1.1539 0.257
H -1.5351 -0.1139 -2.1003 0.253
H 0.3413 -1.9491 -0.5277 0.351
H 0.7872 0.4375 -0.2284 0.398
N 0.6321 1.3401 1.6416 -0.739
H 0.1774 0.7408 2.3248 0.222
H 0.6620 2.2727 2.0339 0.214
H 1.5572 0.9358 1.5843 0.270



Which structure is the least stable? The one labeled three.



--- one ---
12
Properties=species:S:1:pos:R:3:mulliken_charge:R:1 method="wB97M-V/def2-TZVPD" charge=-1 orbital_gap_ev=7.591 lumo_ev=3.43
C 0.5540 -0.0103 -0.3846 0.566
C 0.1158 1.2071 -0.0113 -0.629
N 1.5690 -0.7993 0.1877 -0.655
O -1.9299 -1.9008 -1.9371 -0.525
O -0.0314 -0.5481 -1.3969 -0.612
O -1.8425 -2.2603 0.3822 -0.614
S -1.0565 2.0445 -1.1569 -0.249
S -1.8208 -1.2127 -0.6892 0.733
H 0.7859 1.7953 0.6834 0.328
H 1.3878 -0.7787 1.1657 0.254
H 1.4174 -1.7162 -0.2315 0.342
H -2.1790 1.6913 -0.5090 0.062



--- two ---
12
Properties=species:S:1:pos:R:3:mulliken_charge:R:1 method="wB97M-V/def2-TZVPD" charge=-1 orbital_gap_ev=6.448 lumo_ev=3.55
C -1.5160 0.1857 0.5531 0.716
C 0.5032 0.5426 -0.9323 -0.747
N -2.1341 -0.6335 -0.1221 -0.700
O 0.6217 -1.9751 -0.4057 -0.499
O -1.4335 1.0016 1.3897 -0.432
O 1.4408 -0.2643 1.4607 -0.560
S 0.9591 2.2994 -0.3993 -0.303
S 1.5723 -0.5612 0.0332 0.516
H 0.6900 0.6960 -2.0349 0.242
H 0.6069 -2.4168 0.4664 0.297
H -1.7730 -1.2539 -0.8562 0.372
H 0.4625 2.3795 0.8474 0.097



Which structure is the least stable? The one labeled two.



--- one ---
10
Properties=species:S:1:pos:R:3:mulliken_charge:R:1 method="wB97M-V/def2-TZVPD" orbital_gap_ev=10.369 lumo_ev=0.33
C -0.4375 -0.0254 1.5286 -0.384
N 0.8240 0.1859 1.6068 -0.280
O 1.0770 1.5274 1.3278 -0.374
H -1.1069 0.7985 1.3129 0.350
H -0.7518 -1.0490 1.6756 0.319
H 2.0314 1.5650 1.4732 0.366
O 0.1845 -1.7679 -1.3417 -0.302
N -0.2460 -0.7086 -1.6152 0.297
O -0.6206 -0.7162 -2.9326 -0.384
H -0.9542 0.1904 -3.0354 0.391



--- two ---
10
Properties=species:S:1:pos:R:3:mulliken_charge:R:1 method="wB97M-V/def2-TZVPD" orbital_gap_ev=9.946 lumo_ev=0.75
N 1.8351 -0.6144 1.3110 -0.462
N 0.9587 0.2821 0.4834 -0.198
C 0.0974 -0.4235 -0.1087 0.056
O -0.7896 0.0651 -1.0603 -0.206
O -1.1671 1.4002 -1.0627 0.020
O -2.4332 1.3444 -0.5666 -0.350
H 1.7554 -1.4914 0.8883 0.214
H 2.8154 -0.2754 1.3447 0.257
H 0.1291 -1.4490 -0.0103 0.321
H -3.2012 1.1619 -1.2187 0.347



--- three ---
10
Properties=species:S:1:pos:R:3:mulliken_charge:R:1 method="wB97M-V/def2-TZVPD" orbital_gap_ev=10.725 lumo_ev=0.94
C 0.0995 0.1566 -0.3091 -0.697
N -0.9379 0.0074 0.7150 -0.198
O -1.9472 -0.7980 0.3546 -0.250
N -3.0466 0.0330 -0.0407 1.174
O -2.8101 1.1403 0.0024 -0.501
O -4.0438 -0.4842 -0.2921 -0.619
H -0.3947 0.7778 -1.1462 0.249
H 0.8353 0.8535 -0.0257 0.336
H 0.6784 -0.7107 -0.6962 0.275
H -0.8261 -0.2221 1.6874 0.229



--- four ---
10
Properties=species:S:1:pos:R:3:mulliken_charge:R:1 method="wB97M-V/def2-TZVPD" orbital_gap_ev=10.900 lumo_ev=0.53
C 0.3927 0.7693 0.1182 -0.337
N -0.5276 0.9146 1.1564 -0.462
N 0.1028 -1.4183 -0.9207 1.076
O -0.9248 -1.0108 -1.3387 -0.508
O 0.5985 -2.4804 -1.0266 -0.558
O 0.8844 -0.5265 -0.1554 -0.302
H -0.3336 1.1999 -1.1716 0.250
H 1.2575 1.4185 0.2064 0.343
H -1.3412 0.3220 1.0580 0.263
H -0.1087 0.8116 2.0738 0.235



Which structure is the least stable? The one labeled two.



--- one ---
27
Properties=species:S:1:pos:R:3:mulliken_charge:R:1 method="wB97M-V/def2-TZVPD" orbital_gap_ev=9.472 lumo_ev=0.84
C -2.8307 2.0796 0.9218 -1.073
C -1.8673 1.5934 1.9355 0.744
C -1.9517 0.4747 2.7095 -0.636
N -0.7289 0.3905 3.3570 -0.088
C -0.0248 1.4916 3.0024 -0.224
N -0.6636 2.2394 2.1298 -0.611
H -2.6054 3.0843 0.5694 0.322
H -3.8237 2.1958 1.3751 0.309
H -2.9579 1.4344 0.0573 0.202
H -2.6695 -0.3158 2.8033 0.402
H -0.4671 -0.0801 4.1934 0.226
H 0.9462 1.7140 3.4144 0.434
C -0.7271 -1.1620 -2.5848 -1.349
C 0.6395 -0.9627 -2.0284 0.627
C 0.8765 -1.3125 -0.6704 -0.335
C 2.1518 -1.3934 -0.1870 -0.597
C 3.2468 -1.0638 -1.0024 -0.316
C 3.0408 -0.6879 -2.3184 -0.529
C 1.7414 -0.6949 -2.8118 -0.190
H -0.8395 -2.1532 -3.0270 0.281
H -1.0207 -0.3963 -3.3058 0.357
H -1.5244 -1.1037 -1.8377 0.327
H -0.0267 -1.5227 -0.1101 0.313
H 2.3625 -1.6819 0.8351 0.355
H 4.2229 -1.1997 -0.5559 0.345
H 3.8543 -0.4400 -2.9844 0.369
H 1.6464 -0.5270 -3.8798 0.335



--- two ---
27
Properties=species:S:1:pos:R:3:mulliken_charge:R:1 method="wB97M-V/def2-TZVPD" orbital_gap_ev=9.500 lumo_ev=0.83
C 2.4973 2.4515 1.7491 -0.993
C 1.3547 2.6892 0.8328 0.656
C 0.3142 3.5625 1.0364 -0.566
N -0.3659 3.5283 -0.1865 -0.098
C 0.3933 2.8632 -1.0837 -0.281
N 1.3754 2.2371 -0.4655 -0.531
H 3.3881 2.6695 1.1349 0.263
H 2.5713 1.3649 1.9969 0.235
H 2.3789 2.9662 2.7449 0.294
H -0.1713 4.0810 1.8308 0.406
H -1.0184 4.2492 -0.4477 0.222
H 0.1639 2.6488 -2.1113 0.417
C 1.2525 -1.9010 -0.4145 -1.463
C -0.2289 -2.2362 -0.4273 0.960
C -0.5786 -3.4735 -0.9528 -0.524
C -1.9899 -3.7425 -0.9950 -0.416
C -2.8750 -2.8170 -0.5272 -0.502
C -2.4934 -1.4891 -0.1808 -0.437
C -1.1534 -1.2156 -0.1056 -0.391
H 1.5376 -2.1525 0.6184 0.322
H 1.5765 -0.8565 -0.4384 0.338
H 1.9106 -2.5363 -1.0249 0.329
H 0.2608 -4.1157 -1.1195 0.354
H -2.3159 -4.7223 -1.3378 0.340
H -3.9195 -3.0301 -0.4903 0.368
H -3.2008 -0.7071 0.0830 0.376
H -0.6639 -0.3160 0.2817 0.321



Which structure is the least stable? The one labeled two.